The following is a DFT calculation (ωB97M-V with the def2-TZVPD basis set) of a gas-phase ion, C28H36BBrFN3O3PS2 (charge +1) at a distorted geometry.

Geometry (Å):
C (-2.721, 3.691, 3.322)
C (-2.752, 4.217, 1.757)
O (-2.799, 3.119, 0.778)
B (-1.637, 3.188, -0.130)
O (-1.251, 4.416, -0.912)
C (-0.715, 1.799, -0.348)
C (-1.102, 0.717, -1.567)
C (-2.443, 1.152, -2.426)
C (-3.873, 0.848, -1.609)
C (-5.315, 1.478, -2.167)
C (-6.717, 1.162, -1.367)
C (-6.768, 0.224, 0.011)
C (-8.143, -0.144, 0.826)
C (-5.334, -0.365, 0.593)
C (-3.951, -0.038, -0.224)
C (-0.193, -0.666, -1.855)
P (-0.963, -1.758, -3.165)
S (-2.869, -2.246, -2.807)
C (1.192, -0.947, -0.960)
C (2.207, -2.239, -1.298)
C (2.112, -3.188, -2.621)
C (3.538, -3.336, -3.506)
N (4.471, -2.195, -3.162)
N (3.343, -2.538, -0.296)
C (4.282, -3.715, -0.297)
C (3.726, -4.730, 0.925)
C (4.980, -5.436, 1.740)
Br (2.720, -6.283, 0.065)
C (3.651, -1.607, 0.906)
N (4.832, -1.879, 1.867)
C (4.383, -2.259, 3.104)
S (3.571, -2.989, 4.447)
C (2.793, -0.239, 1.224)
F (3.303, 0.587, 2.374)
C (1.486, 0.117, 0.301)
C (0.586, 1.444, 0.646)
C (0.805, 2.521, 1.855)
C (1.622, 3.859, 1.270)
C (3.052, 4.125, 2.060)
O (2.894, 4.993, 3.268)
H (-2.470, 2.538, 3.350)
H (-1.890, 4.291, 3.911)
H (-3.790, 3.879, 3.813)
H (-3.742, 4.858, 1.580)
H (-1.842, 4.946, 1.615)
H (-2.036, 4.625, -1.514)
H (-2.579, 0.544, -3.445)
H (-2.401, 2.278, -2.827)
H (-5.374, 2.158, -3.143)
H (-7.767, 1.571, -1.730)
H (-7.906, -0.969, 1.649)
H (-8.889, -0.617, 0.027)
H (-8.642, 0.822, 1.261)
H (-5.229, -1.020, 1.575)
H (-2.944, -0.462, 0.200)
H (-0.943, -1.023, -4.437)
H (-0.448, -3.055, -3.435)
H (1.612, -2.448, -3.420)
H (1.548, -4.197, -2.500)
H (4.024, -4.416, -3.352)
H (3.350, -3.275, -4.673)
H (5.294, -2.496, -2.594)
H (4.764, -1.642, -3.997)
H (5.427, -3.440, -0.148)
H (4.245, -4.445, -1.195)
H (2.938, -4.207, 1.614)
H (4.520, -6.185, 2.525)
H (5.658, -4.674, 2.316)
H (5.633, -6.095, 0.988)
H (-0.204, 2.880, 2.390)
H (1.440, 2.160, 2.769)
H (0.944, 4.808, 1.524)
H (1.826, 3.799, 0.118)
H (3.788, 4.661, 1.300)
H (3.580, 3.136, 2.396)
H (2.503, 5.849, 2.869)

Net charge = +1
LUMO energy = -4.98 eV
Orbital gap = 4.800 eV
F_max = 6.39 eV Å⁻¹

=====

The following is a DFT calculation (ωB97M-V with the def2-TZVPD basis set) of 3 unconnected molecules or ions with the total composition C4H14NO at a distorted geometry.

Geometry (Å):
C (-2.687, -0.601, -0.905)
C (-2.221, -1.064, 0.544)
C (-0.938, -0.523, 0.957)
C (0.079, -1.425, 1.639)
N (3.915, 3.310, -1.053)
H (-3.759, -0.717, -0.922)
H (-2.382, 0.465, -0.919)
H (-3.080, -0.796, 1.114)
H (-2.252, -2.161, 0.431)
H (0.704, -0.570, -0.328)
H (-0.993, 0.498, 1.457)
H (1.115, -1.040, 1.532)
H (0.086, -2.660, 1.241)
H (-0.098, -1.407, 2.667)
H (-2.053, -1.107, -1.615)
H (4.605, 2.766, -1.538)
H (4.180, 3.660, -0.188)
H (3.186, 3.734, -1.565)
H (1.267, 0.251, -1.480)
O (1.327, -0.614, -1.068)

Net charge = +1
LUMO energy = -7.82 eV
Relative energy (zero: lowest compared OMol25 entry of this formula, charge and spin) = 122.0 kcal/mol
Orbital gap = 3.866 eV
F_max = 5.98 eV Å⁻¹

=====

The following is a DFT calculation (ωB97M-V with the def2-TZVPD basis set) of a single C17H22FN7O3 molecule at a distorted geometry.

Geometry (Å):
N (-2.487, 0.813, 4.109)
C (-1.660, 0.876, 3.065)
N (-2.104, 1.538, 2.004)
C (-1.307, 1.622, 0.938)
N (-0.060, 1.158, 0.861)
C (0.427, 0.476, 1.888)
N (1.670, -0.027, 1.799)
C (2.591, 0.077, 0.767)
C (3.592, -0.895, 0.704)
C (4.548, -0.858, -0.291)
C (4.503, 0.165, -1.221)
C (3.538, 1.154, -1.166)
C (2.584, 1.112, -0.167)
H (1.834, 1.881, -0.099)
H (3.544, 1.949, -1.895)
F (5.430, 0.204, -2.204)
H (5.322, -1.606, -0.352)
H (3.612, -1.683, 1.442)
H (1.917, -0.645, 2.580)
C (-0.361, 0.259, 3.071)
N (0.079, -0.490, 4.147)
O (-0.638, -0.615, 5.142)
O (1.191, -1.031, 4.107)
N (-1.824, 2.259, -0.122)
H (-2.772, 2.581, 0.003)
C (-1.286, 2.272, -1.460)
H (-1.207, 3.315, -1.785)
C (-2.181, 1.489, -2.442)
H (-3.114, 1.234, -1.937)
H (-2.440, 2.134, -3.284)
C (-1.580, 0.206, -3.053)
N (-1.236, -0.902, -2.189)
C (0.109, -0.903, -1.637)
C (0.383, -2.283, -1.037)
O (-0.550, -2.583, -0.024)
C (-1.855, -2.579, -0.551)
C (-2.207, -1.220, -1.162)
H (-3.200, -1.273, -1.616)
H (-2.221, -0.470, -0.352)
H (-2.524, -2.813, 0.279)
H (-1.944, -3.356, -1.325)
H (1.369, -2.309, -0.571)
H (0.328, -3.046, -1.828)
H (0.824, -0.707, -2.438)
H (0.238, -0.157, -0.842)
H (-0.682, 0.466, -3.619)
H (-2.324, -0.173, -3.766)
H (-0.284, 1.849, -1.417)
H (-3.386, 1.252, 4.023)
H (-2.202, 0.283, 4.925)

Net charge = 0
LUMO energy = -0.14 eV
SMILES = Nc1nc(NCCCN2CCOCC2)nc(Nc2ccc(F)cc2)c1[N+](=O)[O-]
Relative energy (zero: lowest compared OMol25 entry of this formula, charge and spin) = 4.9 kcal/mol
Orbital gap = 8.063 eV
F_max = 1.01 eV Å⁻¹

=====

The following is a DFT calculation (ωB97M-V with the def2-TZVPD basis set) of 11 unconnected molecules or ions with the total composition H22O11 at a distorted geometry.

Geometry (Å):
H (-0.677, 0.029, -1.061)
H (-0.361, 0.258, 0.440)
H (0.030, -0.795, 3.349)
H (0.039, -1.988, 2.284)
H (-1.741, 1.476, -1.657)
H (-1.915, 1.689, -3.231)
H (1.883, 1.726, -2.591)
H (2.511, 0.829, -1.529)
H (2.539, 2.880, 0.446)
H (3.565, 2.138, 1.249)
H (-2.861, -2.144, 3.721)
H (-1.392, -2.288, 3.969)
H (-2.177, -2.716, -4.299)
H (-1.606, -2.643, -2.880)
H (2.572, -0.968, -3.732)
H (1.374, -0.293, -3.103)
H (3.935, -1.644, -1.023)
H (2.416, -1.616, -0.973)
H (-4.191, 0.861, 0.633)
H (-2.903, 0.073, 0.583)
H (-1.356, 3.095, 5.293)
H (-0.506, 2.273, 4.414)
O (-0.176, -0.275, -0.297)
O (0.458, -1.588, 3.134)
O (-1.379, 1.339, -2.584)
O (2.743, 1.592, -2.154)
O (3.147, 2.047, 0.383)
O (-2.042, -1.640, 4.053)
O (-2.221, -2.211, -3.493)
O (1.775, -0.582, -3.967)
O (3.196, -1.714, -0.410)
O (-3.412, 0.671, 0.089)
O (-1.265, 2.130, 4.945)

Net charge = 0
LUMO energy = -0.11 eV
SMILES = O.O.O.O.O.O.O.O.O.O.O
Relative energy (zero: lowest compared OMol25 entry of this formula, charge and spin) = 84.1 kcal/mol
Orbital gap = 10.484 eV
F_max = 4.90 eV Å⁻¹

=====

The following is a DFT calculation (ωB97M-V with the def2-TZVPD basis set) of 9 unconnected molecules or ions with the total composition C32H68O25S4 at a distorted geometry.

Geometry (Å):
C (0.591, 3.061, 5.267)
C (1.085, 4.540, 5.468)
C (2.650, 4.240, 5.473)
O (2.870, 3.174, 4.567)
C (1.671, 2.339, 4.503)
H (-0.364, 2.930, 4.716)
H (0.435, 2.548, 6.233)
H (0.863, 5.057, 6.460)
H (0.813, 5.107, 4.662)
H (2.902, 3.842, 6.473)
H (3.256, 5.089, 5.235)
H (1.918, 1.386, 4.884)
H (1.446, 2.153, 3.436)
C (-4.222, 0.083, -1.782)
C (-5.379, 1.005, -2.045)
C (-6.466, 0.140, -2.703)
O (-5.921, -1.225, -2.575)
C (-5.004, -1.234, -1.507)
H (-3.517, 0.359, -1.022)
H (-3.703, -0.155, -2.748)
H (-4.972, 1.802, -2.638)
H (-5.719, 1.507, -1.153)
H (-6.582, 0.142, -3.780)
H (-7.436, 0.147, -2.236)
H (-4.450, -2.125, -1.603)
H (-5.619, -1.289, -0.624)
C (-5.411, 3.664, 3.148)
C (-5.295, 2.131, 3.309)
C (-5.532, 1.613, 1.866)
O (-6.064, 2.648, 1.136)
C (-6.363, 3.755, 1.961)
H (-4.413, 3.942, 2.931)
H (-5.775, 4.229, 4.056)
H (-6.041, 1.651, 3.927)
H (-4.349, 1.828, 3.815)
H (-6.092, 0.658, 1.734)
H (-4.550, 1.386, 1.325)
H (-7.297, 3.668, 2.485)
H (-6.336, 4.726, 1.432)
C (5.586, -4.808, -1.333)
O (4.210, -4.847, -1.073)
C (3.734, -4.701, 0.221)
C (2.220, -4.474, 0.254)
O (1.707, -3.376, -0.538)
C (0.894, -3.725, -1.689)
C (1.624, -4.345, -2.815)
O (2.435, -3.316, -3.329)
C (3.088, -3.831, -4.506)
H (6.166, -4.245, -0.603)
H (5.676, -4.335, -2.289)
H (6.021, -5.799, -1.397)
H (4.159, -3.812, 0.680)
H (3.945, -5.481, 0.952)
H (2.021, -4.158, 1.295)
H (1.754, -5.457, 0.025)
H (0.465, -2.796, -2.021)
H (0.059, -4.343, -1.401)
H (0.984, -4.725, -3.678)
H (2.184, -5.259, -2.500)
H (3.571, -4.784, -4.219)
H (3.798, -3.108, -4.918)
H (2.381, -3.927, -5.346)
C (2.063, 3.383, -2.373)
O (0.800, 2.767, -2.723)
C (-0.329, 3.138, -1.956)
C (-1.651, 2.663, -2.578)
O (-2.045, 3.335, -3.758)
C (-2.406, 2.482, -4.845)
C (-1.329, 2.293, -5.873)
O (-1.811, 1.343, -6.772)
C (-0.937, 1.086, -7.828)
H (2.210, 4.381, -2.826)
H (2.865, 2.697, -2.842)
H (2.148, 3.302, -1.251)
H (-0.285, 4.209, -1.863)
H (-0.352, 2.665, -0.992)
H (-2.405, 2.744, -1.785)
H (-1.555, 1.599, -2.754)
H (-3.246, 2.867, -5.420)
H (-2.732, 1.481, -4.411)
H (-0.397, 1.904, -5.397)
H (-1.163, 3.292, -6.276)
H (-1.452, 0.471, -8.596)
H (0.034, 0.731, -7.401)
H (-0.739, 2.054, -8.308)
C (0.936, -0.821, 1.132)
C (-0.148, -0.964, 0.062)
O (-0.909, 0.281, 0.046)
S (-0.642, 1.073, 1.452)
O (-1.769, 1.076, 2.317)
O (0.091, 2.292, 1.100)
O (0.335, -0.029, 2.149)
H (1.911, -0.409, 0.717)
H (1.192, -1.748, 1.580)
H (-0.905, -1.751, 0.163)
H (0.219, -1.142, -0.918)
C (-2.306, -2.108, 3.770)
C (-3.543, -2.071, 2.909)
O (-3.249, -3.087, 1.851)
S (-2.096, -4.149, 2.440)
O (-0.947, -3.908, 1.654)
O (-2.617, -5.449, 2.544)
O (-2.073, -3.505, 3.911)
H (-2.471, -1.645, 4.724)
H (-1.434, -1.581, 3.277)
H (-3.574, -1.112, 2.380)
H (-4.385, -2.410, 3.451)
C (3.952, -0.525, -2.754)
C (4.522, -1.371, -1.612)
O (4.507, -0.551, -0.484)
S (4.916, 0.948, -0.931)
O (6.365, 0.925, -0.914)
O (4.132, 1.818, -0.184)
O (4.296, 0.877, -2.383)
H (2.856, -0.538, -2.836)
H (4.486, -0.685, -3.757)
H (5.501, -1.798, -1.887)
H (3.835, -2.246, -1.376)
C (4.623, 0.859, 3.209)
C (5.081, 0.274, 4.492)
O (4.658, -1.098, 4.455)
S (3.365, -1.347, 3.597)
O (2.264, -1.505, 4.538)
O (3.505, -2.244, 2.550)
O (3.359, 0.205, 3.012)
H (5.298, 0.637, 2.393)
H (4.465, 1.891, 3.170)
H (4.609, 0.772, 5.371)
H (6.192, 0.108, 4.594)

Net charge = 0
LUMO energy = 0.37 eV
SMILES = O=S1(=O)OCCO1.O=S1(=O)OCCO1.O=S1(=O)OCCO1.O=S1(=O)OCCO1.COCCOCCOC.COCCOCCOC.C1CCOC1.C1CCOC1.C1CCOC1
Orbital gap = 9.612 eV
F_max = 5.93 eV Å⁻¹

=====

We obtain HOMO values of -9.8, -11.7, -8.2, -10.6, -9.2 eV for the records listed above, in that order.